(A)
Formula: C5H10N3
Source: the Open Molecules 2025 dataset
Level of theory: ωB97M-V with the def2-TZVPD basis set

Geometry as XYZ:
```
18
Properties=species:S:1:pos:R:3
C -0.325 0.733 -0.818
C 0.571 1.458 0.148
C -0.379 -0.060 2.222
C 0.728 0.619 1.463
C -0.407 -1.504 -1.937
N -0.904 1.373 -1.771
N -0.594 -0.569 -0.938
N 0.537 -0.804 1.339
H 1.670 1.461 -0.255
H 0.185 2.557 0.422
H -0.122 -0.498 3.266
H -1.378 0.211 1.999
H 1.575 1.001 2.099
H -1.336 -2.189 -2.130
H 0.072 -1.032 -2.866
H 0.421 -2.189 -1.424
H -1.483 0.978 -2.501
H 1.170 -1.546 1.681
```

The total charge is +1. Its expectation value of S² is 2.045. For the molar mass, the calculation gives 112.2 g mol⁻¹. As for the multiplicity: 3. The LUMO energy (spin up / spin down) comes out at -0.1244 / -0.2740 Ha. The value obtained for the gap between HOMO and LUMO (spin up / spin down) is 10.491 / 6.000 eV. The value obtained for the HOMO energy (spin up / spin down) is -0.5099 / -0.4945 Eh.

(B)
Formula: C5H10N3
Source: the Open Molecules 2025 dataset
Level of theory: ωB97M-V with the def2-TZVPD basis set

Geometry as XYZ:
```
18
Properties=species:S:1:pos:R:3
C 0.277 1.719 0.191
C 2.341 0.298 -0.647
C -0.266 -1.003 0.015
C -1.873 0.864 -0.203
C 1.052 0.433 0.118
N -0.940 1.810 -0.036
N 2.301 0.278 0.805
N -1.523 -0.527 0.515
H 0.826 2.566 0.529
H 2.600 -0.576 -1.210
H 2.683 1.222 -1.196
H -0.299 -1.276 -1.032
H 0.067 -1.778 0.642
H -2.854 1.036 0.248
H -1.852 0.707 -1.242
H 2.334 -0.693 1.061
H -2.417 -1.125 0.293
H -1.566 -0.135 1.398
```

The total charge is +1. Its expectation value of S² is 2.006. For the molar mass, the calculation gives 112.2 g mol⁻¹. As for the multiplicity: 3. The LUMO energy (spin up / spin down) comes out at -0.1331 / -0.2544 Ha. The value obtained for the gap between HOMO and LUMO (spin up / spin down) is 6.250 / 6.678 eV. The value obtained for the HOMO energy (spin up / spin down) is -0.3627 / -0.4998 Eh.

In order of decreasing stability: (A), (B).

(A)
Formula: C26H30N4O4S
Source: the Open Molecules 2025 dataset
Level of theory: ωB97M-V with the def2-TZVPD basis set

Geometry as XYZ:
```
65
Properties=species:S:1:pos:R:3
C 0.294 0.905 -6.723
C 0.324 0.734 -5.236
C -0.841 0.462 -4.529
C -0.819 0.279 -3.159
C 0.385 0.375 -2.473
N 0.433 0.149 -1.067
C 0.664 1.136 -0.187
O 0.901 0.942 1.000
C 0.562 2.562 -0.709
C -0.882 2.908 -1.109
C -1.929 2.128 -0.324
O -2.796 1.481 -0.868
N -1.818 2.254 1.027
C -2.653 1.667 1.953
C -3.844 0.924 1.746
C -4.250 0.620 3.013
C -5.415 -0.134 3.536
O -3.381 1.139 3.896
N -2.394 1.790 3.235
C 0.250 -1.258 -0.676
C 1.589 -1.970 -0.348
O 1.939 -2.940 -0.990
N 2.263 -1.428 0.665
C 3.477 -1.984 1.217
C 3.237 -2.476 2.647
C 3.280 -1.205 3.507
C 4.053 -0.157 2.682
C 4.518 -0.882 1.415
C -0.763 -1.466 0.403
C -2.004 -2.003 0.216
C -2.720 -2.181 1.417
C -2.011 -1.782 2.504
S -0.472 -1.160 2.081
C 1.559 0.635 -3.166
C 1.522 0.818 -4.536
H 0.441 -0.060 -7.208
H -0.663 1.303 -7.049
H 1.088 1.571 -7.054
H -1.781 0.393 -5.057
H -1.730 0.085 -2.614
H 0.906 3.211 0.099
H 1.221 2.706 -1.565
H -1.061 3.974 -0.957
H -1.050 2.683 -2.163
H -1.014 2.711 1.434
H -4.289 0.667 0.811
H -5.279 -0.322 4.597
H -5.518 -1.078 3.007
H -6.331 0.439 3.393
H -0.130 -1.761 -1.573
H 1.875 -0.617 1.139
H 3.803 -2.778 0.541
H 4.039 -3.159 2.927
H 2.289 -3.005 2.735
H 2.270 -0.852 3.711
H 3.763 -1.399 4.463
H 3.394 0.671 2.420
H 4.897 0.254 3.235
H 5.495 -1.339 1.570
H 4.581 -0.218 0.553
H -2.391 -2.271 -0.751
H -3.712 -2.594 1.462
H -2.305 -1.798 3.535
H 2.496 0.684 -2.631
H 2.439 1.018 -5.070
```

The total charge is 0. For the molar mass, the calculation gives 494.6 g mol⁻¹. As for the multiplicity: 1. The LUMO energy comes out at 0.0220 Ha. The value obtained for the gap between HOMO and LUMO is 9.122 eV. Its SMILES is Cc1ccc(N(C(=O)CCC(=O)Nc2cc(C)on2)[C@@H](C(=O)NC2CCCC2)c2cccs2)cc1. The value obtained for the HOMO energy is -0.3132 Eh.

(B)
Formula: C26H30N4O4S
Source: the Open Molecules 2025 dataset
Level of theory: ωB97M-V with the def2-TZVPD basis set

Geometry as XYZ:
```
65
Properties=species:S:1:pos:R:3
C 1.849 2.963 -1.617
C 2.177 2.917 -0.134
O 3.239 1.996 0.109
C 2.980 0.938 0.900
O 1.906 0.705 1.407
N 4.107 0.206 1.123
C 4.007 -1.034 1.869
C 4.410 -2.204 0.945
N 4.060 -1.844 -0.413
C 2.735 -1.777 -0.761
C 1.763 -2.600 -0.157
C 0.450 -2.464 -0.542
C 0.127 -1.529 -1.517
S -1.583 -1.177 -1.867
O -2.346 -2.376 -1.703
O -1.664 -0.479 -3.118
N -2.016 -0.083 -0.680
C -1.347 1.198 -0.806
C -2.238 2.295 -0.291
C -1.904 3.032 0.836
C -2.756 4.018 1.306
C -3.953 4.267 0.658
C -4.297 3.527 -0.463
C -3.443 2.548 -0.936
C -2.077 -0.582 0.680
C -3.105 -1.668 0.823
C -2.815 -2.847 1.491
C -3.777 -3.833 1.624
C -5.038 -3.646 1.088
C -5.337 -2.466 0.427
C -4.378 -1.480 0.301
C 1.150 -0.817 -2.109
N 2.413 -0.937 -1.751
C 4.956 -0.816 -0.915
C 5.217 0.232 0.195
H 1.012 3.635 -1.783
H 2.709 3.315 -2.182
H 1.584 1.970 -1.970
H 2.523 3.894 0.219
H 1.306 2.611 0.452
H 2.971 -1.132 2.200
H 4.661 -0.985 2.746
H 5.490 -2.366 0.970
H 3.928 -3.130 1.252
H 2.028 -3.328 0.591
H -0.336 -3.073 -0.122
H -1.163 1.337 -1.873
H -0.389 1.188 -0.266
H -0.975 2.832 1.352
H -2.486 4.588 2.183
H -4.618 5.033 1.026
H -5.232 3.718 -0.969
H -3.699 1.963 -1.806
H -2.366 0.266 1.312
H -1.087 -0.927 1.018
H -1.830 -2.997 1.915
H -3.539 -4.751 2.142
H -5.787 -4.420 1.183
H -6.321 -2.317 0.008
H -4.599 -0.559 -0.218
H 0.939 -0.128 -2.915
H 5.893 -1.289 -1.224
H 4.475 -0.358 -1.778
H 5.314 1.230 -0.226
H 6.123 -0.004 0.758
```

The total charge is 0. For the molar mass, the calculation gives 494.6 g mol⁻¹. As for the multiplicity: 1. The LUMO energy comes out at 0.0230 Ha. The value obtained for the gap between HOMO and LUMO is 9.084 eV. Its SMILES is CCOC(=O)N1CCN(c2ccc(S(=O)(=O)N(Cc3ccccc3)Cc3ccccc3)cn2)CC1. The value obtained for the HOMO energy is -0.3108 Eh.

In order of decreasing stability: (A), (B).

(A)
Formula: C6H6N2O2
Source: the Open Molecules 2025 dataset
Level of theory: ωB97M-V with the def2-TZVPD basis set

Geometry as XYZ:
```
16
Properties=species:S:1:pos:R:3
O -0.241 -2.713 1.121
C 0.193 -1.597 1.259
C 1.446 -1.253 1.939
C 1.901 0.031 2.173
N 1.257 1.057 1.333
C -0.072 0.821 0.894
O -0.875 1.709 0.678
N -0.476 -0.520 0.655
H 1.951 -2.119 2.312
H 2.911 0.226 2.394
H 1.312 1.990 1.815
H -1.253 -0.587 0.086
C -1.491 0.804 -3.784
C -2.378 0.674 -4.662
H -0.837 0.652 -3.005
H -3.346 0.824 -5.211
```

The total charge is 0. For the molar mass, the calculation gives 138.1 g mol⁻¹. As for the multiplicity: 1. The LUMO energy comes out at -0.0071 Ha. The value obtained for the gap between HOMO and LUMO is 9.761 eV. Its SMILES is O=c1cc[nH]c(=O)[nH]1.C#C. The value obtained for the HOMO energy is -0.3658 Eh.

(B)
Formula: C6H6N2O2
Source: the Open Molecules 2025 dataset
Level of theory: ωB97M-V with the def2-TZVPD basis set

Geometry as XYZ:
```
16
Properties=species:S:1:pos:R:3
O 0.730 -0.079 -2.539
C 0.593 0.194 -1.316
C 0.071 1.416 -0.841
C -0.043 1.541 0.599
N 0.251 0.490 1.459
C 0.971 -0.516 0.821
O 1.459 -1.350 1.601
N 1.103 -0.597 -0.481
H -0.422 2.154 -1.473
H -0.477 2.587 0.965
H 0.037 0.279 2.513
H 2.098 -1.291 -0.781
C -1.429 -1.491 0.363
C -2.050 -0.770 -0.383
H -0.757 -2.578 0.688
H -2.136 0.011 -1.195
```

The total charge is 0. For the molar mass, the calculation gives 138.1 g mol⁻¹. As for the multiplicity: 1. The LUMO energy comes out at -0.0003 Ha. The value obtained for the gap between HOMO and LUMO is 9.258 eV. Its SMILES is O=c1cc[nH]c(=O)[nH]1.C#C. The value obtained for the HOMO energy is -0.3405 Eh.

In order of decreasing stability: (A), (B).

(A)
Formula: CH5O2PS
Source: the Open Molecules 2025 dataset
Level of theory: ωB97M-V with the def2-TZVPD basis set

Geometry as XYZ:
```
10
Properties=species:S:1:pos:R:3
C -0.143 -0.308 1.831
O -1.100 2.030 -1.305
O -1.729 -0.386 -1.431
P 1.223 -0.008 -1.810
S -0.767 0.658 -1.019
H 0.106 0.797 1.960
H -0.958 -0.698 2.277
H 0.513 -0.987 1.224
H 0.864 -1.389 -1.229
H 1.992 0.291 -0.500
```

The total charge is 0. For the molar mass, the calculation gives 112.1 g mol⁻¹. As for the multiplicity: 1. The LUMO energy (spin up / spin down) comes out at -0.0715 / -0.0153 Ha. The value obtained for the gap between HOMO and LUMO (spin up / spin down) is 7.299 / 8.471 eV. The value obtained for the HOMO energy (spin up / spin down) is -0.3397 / -0.3266 Eh.

(B)
Formula: CH5O2PS
Source: the Open Molecules 2025 dataset
Level of theory: ωB97M-V with the def2-TZVPD basis set

Geometry as XYZ:
```
10
Properties=species:S:1:pos:R:3
C -0.798 -2.083 -0.639
O -0.290 1.979 0.946
O 2.058 1.858 0.211
P 1.057 1.042 1.173
S 0.378 -0.748 -1.247
H -0.512 -2.156 0.448
H -0.625 -2.904 -1.356
H -1.828 -1.671 -0.738
H -0.994 2.218 1.539
H 1.555 2.466 -0.336
```

The total charge is 0. For the molar mass, the calculation gives 112.1 g mol⁻¹. As for the multiplicity: 1. The LUMO energy (spin up / spin down) comes out at -0.0366 / -0.0367 Ha. The value obtained for the gap between HOMO and LUMO (spin up / spin down) is 6.681 / 6.676 eV. The value obtained for the HOMO energy (spin up / spin down) is -0.2821 / -0.2821 Eh.

In order of decreasing stability: (B), (A).

(A)
Formula: C2H10NO4
Source: the Open Molecules 2025 dataset
Level of theory: ωB97M-V with the def2-TZVPD basis set

Geometry as XYZ:
```
17
Properties=species:S:1:pos:R:3
O 0.782 0.449 1.312
C -0.108 -0.344 1.323
O -1.230 -0.291 2.044
C -0.269 -1.506 0.342
N -0.612 -1.009 -1.027
H -1.201 0.245 2.851
H 0.649 -2.089 0.294
H -1.027 -2.223 0.634
H 0.228 -0.861 -1.615
H -1.308 -1.542 -1.540
H -0.990 -0.046 -0.924
H -0.855 2.643 -0.478
H 0.239 1.740 -0.064
O -0.534 1.746 -0.656
H 2.610 0.692 -1.938
H 1.420 1.209 -2.475
O 1.824 0.327 -2.380
```

The total charge is +1. For the molar mass, the calculation gives 112.1 g mol⁻¹. As for the multiplicity: 1. The LUMO energy comes out at -0.1230 Ha. The value obtained for the gap between HOMO and LUMO is 12.170 eV. The value obtained for the HOMO energy is -0.5702 Eh.

(B)
Formula: C2H10NO4
Source: the Open Molecules 2025 dataset
Level of theory: ωB97M-V with the def2-TZVPD basis set

Geometry as XYZ:
```
17
Properties=species:S:1:pos:R:3
O 0.887 -0.545 -2.335
C 0.140 0.356 -2.071
O 1.610 1.781 -0.149
C -1.092 0.214 -1.265
N -1.644 -1.011 -0.933
H 2.287 2.441 0.022
H 0.429 1.351 -2.425
H -1.806 1.044 -1.394
H -2.403 -1.192 -1.595
H 0.919 -0.446 0.383
H -1.752 -1.062 0.101
H 0.073 -0.992 1.972
H 1.522 0.184 2.901
O 1.175 0.187 1.995
H 1.484 1.196 0.618
H -1.108 -1.975 2.468
O -0.721 -1.532 1.708
```

The total charge is +1. For the molar mass, the calculation gives 112.1 g mol⁻¹. As for the multiplicity: 1. The LUMO energy comes out at -0.3283 Ha. The value obtained for the gap between HOMO and LUMO is 6.130 eV. The value obtained for the HOMO energy is -0.5536 Eh.

In order of decreasing stability: (A), (B).

(A)
Formula: C2H4NO2S
Source: the Open Molecules 2025 dataset
Level of theory: ωB97M-V with the def2-TZVPD basis set

Geometry as XYZ:
```
10
Properties=species:S:1:pos:R:3
C -1.512 -0.122 1.544
C 1.016 0.790 -0.564
N 0.607 -0.394 0.129
O -1.324 0.985 1.834
O -1.948 -1.183 1.405
S 0.518 -1.758 -0.775
H 0.655 0.872 -1.605
H 0.626 1.655 -0.006
H 2.122 0.899 -0.594
H -0.760 -1.744 -1.368
```

The total charge is -1. For the molar mass, the calculation gives 106.1 g mol⁻¹. As for the multiplicity: 1. The LUMO energy comes out at 0.1408 Ha. The value obtained for the gap between HOMO and LUMO is 6.291 eV. The value obtained for the HOMO energy is -0.0904 Eh.

(B)
Formula: C2H4NO2S
Source: the Open Molecules 2025 dataset
Level of theory: ωB97M-V with the def2-TZVPD basis set

Geometry as XYZ:
```
10
Properties=species:S:1:pos:R:3
C 0.604 0.318 0.612
C -0.348 0.492 -0.512
N 0.153 -2.233 1.617
O -0.518 2.394 1.922
O 1.148 1.015 3.114
S 0.156 1.079 2.037
H 0.257 0.479 -1.426
H -1.043 -0.351 -0.575
H -0.921 1.428 -0.471
H 0.322 -1.849 2.553
```

The total charge is -1. For the molar mass, the calculation gives 106.1 g mol⁻¹. As for the multiplicity: 1. The LUMO energy (spin up / spin down) comes out at 0.1228 / 0.1262 Ha. The value obtained for the gap between HOMO and LUMO (spin up / spin down) is 6.834 / 6.847 eV. The value obtained for the HOMO energy (spin up / spin down) is -0.1283 / -0.1254 Eh.

In order of decreasing stability: (A), (B).